Computed, not measured: a structure of composition C21H25CrN3O7P2, with ωB97M-V/def2-TZVPD.

- Molar mass: 545.389 Da
- Highest occupied orbital energy (spin up / spin down): -12.43 / -12.39 eV
- Orbital gap (spin up / spin down): 7.32 / 7.92 eV
- Multiplicity: 2
- LUMO (spin up / spin down): -5.1 / -4.5 eV
- Net charge: +1

Each line ends with the Löwdin spin population.
Atoms and positions in Å:
Cr1 0.121 -1.456 -0.456  1.017
C1 -1.574 -2.548 3.595  0.000
C2 -1.460 -1.020 3.588  0.000
C3 -0.128 -0.581 4.181  0.000
C4 -1.707 -0.490 2.192  -0.003
C5 -2.975 -0.612 1.611  -0.010
C6 -3.246 -0.196 0.322  -0.001
C7 -2.262 0.393 -0.475  -0.015
C8 -2.546 0.844 -1.874  -0.002
C9 -1.001 0.557 0.106  0.004
C10 -0.730 0.124 1.424  -0.001
H1 -1.356 -2.936 4.590  0.000
H2 -0.869 -2.988 2.887  0.000
H3 -2.573 -2.884 3.316  0.000
H4 -2.263 -0.616 4.214  0.000
H5 0.714 -1.003 3.623  0.000
H6 -0.041 -0.940 5.205  0.000
H7 -0.020 0.505 4.200  0.000
H8 -3.773 -1.059 2.193  0.000
H9 -4.246 -0.320 -0.077  0.000
H10 -3.523 1.321 -1.935  -0.001
H11 -2.545 -0.010 -2.553  -0.001
H12 -1.797 1.556 -2.219  0.000
H13 -0.277 1.208 -0.372  0.001
H14 0.246 0.334 1.848  -0.001
O1 -2.832 -3.815 -1.569  -0.001
P1 -1.461 -3.189 -1.196  0.002
O2 -1.025 -1.969 -2.012  0.000
O3 -1.349 -2.633 0.221  0.003
O4 -0.406 -4.374 -1.349  0.000
P2 1.169 -4.100 -0.904  0.003
O5 1.062 -3.828 0.689  -0.003
O6 2.030 -5.214 -1.239  -0.001
O7 1.375 -2.632 -1.355  0.005
H15 -2.807 -4.628 -2.086  0.000
H16 1.191 -4.615 1.229  0.000
C11 3.928 0.262 0.267  -0.001
C12 2.740 -0.436 0.326  0.001
N1 1.758 -0.220 -0.561  -0.002
C13 1.927 0.679 -1.533  0.005
C14 3.082 1.440 -1.651  0.000
C15 4.101 1.202 -0.736  0.004
C16 3.198 2.429 -2.747  0.000
C17 2.321 3.392 -3.010  0.000
C18 1.120 3.755 -2.219  0.000
C19 1.096 3.786 -0.831  0.000
C20 -0.086 4.179 -0.230  0.000
N2 -1.170 4.512 -0.928  0.000
C21 -1.031 4.466 -2.250  0.000
N3 0.051 4.111 -2.938  0.000
H17 4.705 0.060 0.989  0.000
H18 2.574 -1.208 1.069  -0.001
H19 1.118 0.793 -2.245  0.001
H20 5.027 1.759 -0.808  0.000
H21 4.055 2.317 -3.401  0.000
H22 2.461 3.994 -3.900  0.000
H23 1.972 3.555 -0.240  0.000
H24 -0.166 4.236 0.850  0.000
H25 -1.896 4.754 -2.835  0.000